This record from OMol25 describes a structure of composition CHBrCl2S in a non-equilibrium geometry. The level of theory is the ωB97M-V functional and the def2-TZVPD basis.

Geometry (Å):
C -0.140 -0.104 -0.255
S 1.142 -0.448 1.006
Cl -0.271 -1.658 -1.305
Cl -0.045 1.191 -1.430
Br -1.964 0.208 0.599
H 1.277 0.811 1.384

Orbital gap = 0.3602 hartree
E_HOMO = -10.11 eV
ΔE to the lowest compared entry with this formula, charge and spin = 5.25 kcal/mol
E_tot = -106974.91508 eV